The following is a quantum chemistry calculation of a molecular structure, C18H33N4PdSSi in a non-equilibrium geometry, from the Open Molecules 2025 dataset.

The geometry in XYZ format:
```
58
Properties=species:S:1:pos:R:3
H -0.922 -4.449 1.271
H -1.548 1.185 2.928
C -2.076 -1.383 0.342
H 0.182 4.607 -0.214
H -1.136 3.426 -0.292
N 0.463 0.614 2.642
N 1.779 0.011 -3.140
N 0.687 2.631 0.382
H -2.842 -4.276 2.817
H 0.990 -1.371 3.046
C 2.123 2.782 0.130
H -1.219 -0.534 3.136
H -0.731 2.915 1.878
H -2.407 -0.625 -3.067
Pd 0.254 0.334 0.162
C -1.282 -2.538 0.369
H 1.809 0.502 -5.240
C -0.071 3.566 -0.454
H -4.282 -2.269 2.779
C -1.550 -3.568 1.259
H -0.806 -1.290 -2.729
H -0.726 0.624 4.399
H 2.149 -3.738 -2.105
H -0.439 -2.627 -0.303
Si -1.676 0.040 -0.811
H -3.790 -0.429 1.238
C -2.873 1.461 -0.588
H 2.621 -4.041 -3.796
C -0.826 0.466 3.317
H 0.682 3.955 2.035
H 1.472 0.867 -2.707
H -2.684 2.269 -1.294
C 1.969 -0.244 -4.484
H 0.801 2.359 3.804
H 2.062 1.943 2.661
H 3.818 -3.432 -2.626
C -3.436 -2.341 2.109
C 2.773 -3.403 -2.930
C -3.156 -1.308 1.231
C 0.357 2.932 1.792
H 2.349 -0.314 2.643
N 2.391 -2.045 -3.287
C -1.433 -0.404 -2.618
H 1.591 -0.213 4.252
S 1.957 -1.242 -0.715
C 1.403 -0.371 3.181
H 2.602 -2.136 -5.427
C 2.352 -1.533 -4.574
H -3.884 1.096 -0.801
H -2.880 1.863 0.425
H 2.302 2.781 -0.944
H 2.683 1.953 0.559
H 0.154 3.393 -1.506
C -2.627 -3.470 2.128
H 2.500 3.727 0.542
C 0.979 1.973 2.790
C 2.041 -1.092 -2.407
H -0.992 0.415 -3.187
```

Results
Net charge: +1
LUMO, eV: -3.11
ΔE to the lowest compared entry with this formula, charge and spin, kJ/mol: 40.88

natural (NBO) atomic charge list, values in e, 2 entries:
1. H 0.2218
2. H 0.1974

The following is a quantum chemistry calculation of a molecular structure, C18H33N8PmS in a non-equilibrium geometry, from the Open Molecules 2025 dataset.

The geometry in XYZ format:
```
61
Properties=species:S:1:pos:R:3
C 0.818 -1.494 2.230
H 0.554 5.365 -0.944
H -2.922 -1.137 -1.684
H -3.805 -1.856 1.918
N 0.647 -1.994 -2.004
N -0.531 -0.949 1.919
C 2.115 -2.270 -2.039
H -4.092 -2.436 -0.253
C -2.058 4.392 2.668
N 2.089 -0.059 0.513
H -2.654 1.086 2.328
C -1.728 -2.765 -2.101
C -1.050 4.465 1.705
H -1.808 -2.443 -3.148
H -2.625 -3.366 0.170
N 2.043 1.468 -3.847
N 1.386 2.164 -1.807
S -0.467 0.778 -3.326
N -1.324 2.125 1.146
C -0.252 -3.152 -1.867
C 1.952 -0.487 1.944
H 3.396 -0.084 -1.139
H -2.298 -3.710 -2.029
H 0.409 -1.523 -2.896
H 0.908 -1.745 3.314
C -2.906 -1.590 1.341
H -2.322 5.304 3.199
C -0.713 3.327 0.927
C -3.011 -2.348 -0.007
C 3.166 -0.711 -0.262
H -3.382 2.979 3.704
C 0.329 3.363 -0.112
N -2.270 -1.751 -1.160
H 2.356 -2.749 0.097
H 0.967 -2.448 1.677
H -0.677 -0.122 2.529
H 1.574 5.026 0.532
H 2.270 -3.299 -2.438
H 1.929 0.936 -4.696
H -0.082 -3.609 -0.872
H 1.941 4.272 -1.060
H -0.591 5.419 1.496
C 1.073 1.480 -2.910
H 2.875 -0.984 2.295
C -2.236 2.073 2.161
C -2.659 3.150 2.923
C -1.660 -1.890 2.196
Pm -0.429 0.067 -0.544
H 2.587 -1.554 -2.747
N 0.443 2.267 -0.822
H 3.859 -2.647 -0.841
C 1.127 4.593 -0.380
C 2.888 -2.159 -0.682
H 1.789 0.401 2.586
H 2.266 0.945 0.463
H 2.973 1.754 -3.524
H 4.101 -0.714 0.352
H -1.321 -2.937 2.077
H -1.971 -1.796 3.260
H -2.950 -0.513 1.121
H -0.037 -3.908 -2.650
```

Results
Net charge: +2
LUMO (alpha / beta), eV: -6.41 / -6.36
2S+1: 5

natural (NBO) atomic charge list, values in e, 2 entries:
1. C -0.2375
2. H 0.2719

The following is a quantum chemistry calculation of 7 unconnected molecules or ions with the total composition C18H34BCl18O2P, from the Open Molecules 2025 dataset.

The geometry in XYZ format:
```
74
Properties=species:S:1:pos:R:3
H 0.031 -2.042 3.353
H 2.643 0.690 1.931
Cl 1.527 -7.775 -9.825
H 4.844 0.143 1.604
Cl -11.394 1.529 2.363
H 2.284 -2.888 -2.898
O -1.074 3.172 4.257
H -1.543 -0.389 3.359
Cl -5.434 -0.765 2.547
Cl -6.410 1.958 2.793
C 2.061 3.992 -4.188
H 1.139 -0.525 -2.863
C 2.588 -5.624 -4.337
Cl -10.362 0.153 4.706
H -1.065 2.810 1.237
H 3.051 0.318 -0.297
H 5.013 -1.749 0.097
C -2.153 2.818 1.370
Cl -10.340 -1.169 2.119
Cl -5.445 0.543 5.141
H 3.585 -0.656 4.498
Cl -0.326 -6.207 -8.225
H 3.189 -5.750 -3.446
C -2.779 2.037 0.238
H -2.422 2.422 -0.719
H -3.866 2.095 0.266
C 4.027 -1.503 0.507
H 2.265 -3.226 -1.162
Cl 3.146 -4.181 -5.180
H -2.372 7.612 0.503
C 4.213 -0.728 1.807
C 1.750 -1.222 2.356
P -0.342 0.390 3.524
H 4.761 -1.340 2.532
H -4.260 1.150 3.212
H 1.955 -6.544 -7.887
C -10.206 0.372 2.965
H 2.139 -2.236 2.240
C 3.259 -0.724 -0.527
H -2.476 0.991 0.300
C 3.241 0.196 3.907
O -2.499 2.203 2.628
H 0.121 0.700 4.861
Cl 0.904 -5.462 -3.849
C -1.686 7.078 -0.141
Cl -2.639 6.090 -1.249
C 1.343 -6.379 -8.763
C 2.919 -0.219 2.474
Cl 2.810 -7.057 -5.347
C -5.255 0.767 3.403
H 1.207 -1.007 1.427
H -2.478 3.858 1.379
H 2.323 4.968 -4.573
H -0.130 3.367 4.318
Cl 1.068 4.226 -2.748
H 0.347 0.829 2.309
H 2.677 -0.580 -3.692
H 4.060 0.919 3.898
C 2.796 -1.219 -1.669
C 2.208 -0.336 -2.734
H 2.374 0.714 -2.505
Cl 3.553 3.142 -3.789
B -1.405 2.095 3.471
H 3.809 -3.111 -2.043
Cl -0.671 6.058 0.880
Cl 1.911 -4.906 -9.549
C 0.724 -1.206 3.485
H -9.221 0.775 2.768
H 3.549 -2.466 0.702
C 2.799 -2.702 -1.958
Cl -0.720 8.261 -1.015
Cl 1.163 3.133 -5.438
H 2.402 0.669 4.418
H 1.198 -1.345 4.462
```

Results
SMILES string: CCOB(O)[PH3]CC[C@@H](C)CCC=C(C)C.ClC(Cl)Cl.ClC(Cl)Cl.ClC(Cl)Cl.ClC(Cl)Cl.ClC(Cl)Cl.ClC(Cl)Cl
LUMO, eV: 0.13

Mulliken atomic charge list, values in e, 2 entries:
1. H 0.5399
2. H 0.1682

The following is a quantum chemistry calculation of 4 unconnected molecules or ions with the total composition C18H34F5N2O9 in a non-equilibrium geometry, from the Open Molecules 2025 dataset.

The geometry in XYZ format:
```
68
Properties=species:S:1:pos:R:3
C 0.169 -2.325 -3.396
C 2.158 1.216 7.199
C 2.409 2.430 -1.111
C -3.494 -0.086 -0.769
H 2.296 0.185 7.527
H -3.155 -0.276 -1.847
H -3.319 2.016 -0.057
H -1.900 -1.428 4.988
H 2.252 1.871 8.065
H -6.377 -1.297 0.788
O 2.385 4.643 -2.626
H 2.597 2.158 -3.253
H 2.472 1.809 -0.215
O 2.691 -3.095 -3.496
C -1.210 -1.237 4.163
F -0.484 -0.470 -1.575
H -3.928 1.914 -1.786
C -1.035 0.255 3.949
O 0.844 1.386 6.665
C -5.367 -0.785 0.767
C 3.382 -5.691 -3.577
O 0.506 -3.700 -3.550
H 3.999 -4.577 -1.824
H 3.707 1.185 -2.304
H 3.345 6.991 -2.477
C 2.687 1.576 -2.334
C -5.604 0.789 0.995
H 1.403 2.858 -1.136
H -0.263 -1.713 4.424
N -4.589 -1.063 -0.498
C -2.196 -0.317 0.121
H 3.326 -6.159 -1.470
H 0.674 -1.707 -4.141
C 3.256 4.500 -1.805
H -1.594 -1.714 3.259
H -0.322 0.468 3.148
O 1.476 0.134 4.885
H -0.908 -2.226 -3.539
H -6.627 1.021 1.444
O -0.641 0.906 5.159
H 2.921 1.494 6.471
O 3.395 3.457 -0.976
H 0.418 -1.997 -2.392
F -1.938 -1.700 0.305
C -4.023 1.445 -0.754
C 3.956 -5.610 -2.175
H 3.385 -6.731 -3.909
F -0.968 1.641 -0.899
O 4.269 5.347 -1.579
F 0.095 0.269 0.574
H 1.987 0.739 -2.389
C 4.299 6.462 -2.470
H -5.249 -1.071 -1.300
F -2.439 0.173 1.427
N -5.394 1.605 -0.224
H -4.262 -2.047 -0.418
H 5.071 7.147 -2.120
C 0.647 0.752 5.502
H -4.833 1.119 1.769
C -0.865 0.296 -0.488
O 2.015 -5.258 -3.604
H -4.736 -1.179 1.634
H 3.980 -5.122 -4.292
H -1.990 0.693 3.656
H 4.561 6.128 -3.475
H -6.117 1.459 -0.935
H 4.965 -6.023 -2.147
C 1.829 -3.934 -3.553
```

Results
Net charge: +1
LUMO, eV: -3.89
ΔE to the lowest compared entry with this formula, charge and spin, kJ/mol: 165.80

natural (NBO) atomic charge list, values in e, 2 entries:
1. C -0.2558
2. C -0.2595

The following is a quantum chemistry calculation of a gas-phase ion, C18H34F5N3O2PSi (charge +1) in a non-equilibrium geometry, from the Open Molecules 2025 dataset.

The geometry in XYZ format:
```
64
Properties=species:S:1:pos:R:3
H -4.440 2.324 -0.064
H 3.777 1.137 -2.274
H 1.884 -0.613 -2.121
H 3.284 -5.464 1.583
H 1.176 -1.069 1.633
C -5.118 -2.085 -0.558
H -5.295 -1.054 2.354
C 1.651 3.739 -1.932
F 6.287 -1.772 -0.524
C -1.184 1.274 0.015
C -6.627 0.527 -0.415
C -0.601 4.568 -0.402
H -4.271 -2.685 -0.239
C 1.785 0.455 -1.952
C -3.548 1.840 -0.455
H -1.596 4.922 -0.622
H -2.646 1.496 1.441
C 5.278 0.355 -0.278
H -6.682 1.525 0.006
C 0.681 -3.181 1.673
H 2.548 -3.248 2.668
H 0.147 -3.769 0.931
N -1.026 0.007 0.333
P -0.099 3.308 -1.639
H -5.228 -2.160 -1.636
N -0.191 1.688 -0.847
H 1.901 -5.262 0.504
H 3.758 -1.064 -0.862
C 3.847 -0.042 -0.511
F 5.507 -1.255 1.454
F 5.903 0.695 -1.432
C 1.859 -3.981 2.252
H -6.737 0.567 -1.494
H -3.282 2.370 -1.372
C 1.205 -1.939 0.986
F 5.331 1.433 0.538
C 3.136 0.959 -1.419
N 0.068 -0.368 -0.338
C 6.117 -0.778 0.353
H 1.638 4.777 -2.245
C 2.595 -4.743 1.158
H -0.035 -2.925 2.447
C -2.372 2.002 0.522
H 0.094 5.398 -0.462
H 1.578 0.875 -2.928
H -7.421 -0.093 -0.009
H 2.237 3.703 -1.017
Si -4.997 -0.310 0.002
H 1.504 -4.644 3.028
H -3.637 -0.543 2.020
H 2.111 3.149 -2.711
C 0.616 0.607 -1.061
F 7.313 -0.293 0.716
H 2.235 -2.088 0.694
H -6.010 -2.515 -0.110
H 3.180 -4.077 0.530
H -2.204 3.036 0.774
O 0.445 -1.671 -0.241
H -4.922 0.668 2.277
H -0.520 4.184 0.609
H 3.377 0.030 0.464
H 3.063 1.884 -0.867
O -3.740 0.491 -0.789
C -4.685 -0.307 1.860
```

Results
Net charge: +1
SMILES string: CCCCOn1nc(CCO[Si](C)(C)C)[n+](P(C)C)c1CCCC(F)(F)C(F)(F)F
LUMO, eV: -2.57

natural (NBO) atomic charge list, values in e, 2 entries:
1. H 0.1912
2. H 0.2414

The following is a quantum chemistry calculation of 2 unconnected molecules or ions with the total composition C18H34FN2O6S2 in a non-equilibrium geometry, from the Open Molecules 2025 dataset.

The geometry in XYZ format:
```
63
Properties=species:S:1:pos:R:3
H 1.272 -1.044 -0.932
H 7.034 1.106 -0.724
H 1.253 -4.093 0.621
N -4.625 0.133 1.510
H -2.711 -0.243 -2.837
C -0.583 -3.759 -0.737
H -4.685 3.835 4.375
F 0.226 2.980 0.597
O 6.335 0.480 1.138
H 6.054 3.132 0.364
N -3.736 1.077 1.746
H 7.793 3.362 0.152
C 4.360 -0.989 1.765
C 0.816 -3.302 -0.099
H 1.523 1.311 0.191
H -1.484 -1.743 -0.048
S -3.953 3.421 3.264
O 4.099 1.560 1.261
H -2.086 2.573 1.348
H 0.595 -2.386 0.575
H -2.982 -4.022 -1.508
C -4.666 -0.411 0.218
S 4.772 0.397 0.743
H 0.871 -1.927 -2.580
H 2.581 -1.339 -2.227
C -1.507 -2.440 -0.968
C -3.684 0.106 -0.857
H -0.363 -4.304 -1.719
O 4.657 0.002 -0.638
C 7.198 1.294 0.341
H 8.222 0.987 0.568
C 1.652 -1.780 -1.740
H -1.997 1.721 -2.677
H -2.783 1.205 3.717
C -3.739 1.564 3.179
C -2.772 1.741 0.937
H 7.125 2.935 1.745
H 0.031 0.468 -1.857
H -1.732 3.047 -1.451
H 4.905 -1.863 1.412
C -3.801 -2.139 -2.370
H -1.059 -4.517 -0.031
C -3.706 -0.532 -2.333
H -5.422 -1.237 -0.034
H -4.904 -2.449 -2.482
H -3.599 -2.902 -0.200
C 0.404 1.611 0.129
C -2.678 1.254 -0.557
C -0.121 1.490 -1.376
H -1.158 -1.839 -1.870
H 3.286 -1.157 1.684
C -3.023 -2.909 -1.203
H 0.507 2.235 -1.997
O -2.568 4.034 3.405
O -4.695 3.959 2.050
C 7.037 2.767 0.669
H -4.609 1.096 3.770
O 1.850 -3.047 -1.080
H -3.300 -2.467 -3.359
H 4.623 -0.756 2.797
C -1.657 1.901 -1.589
H -4.525 -0.084 -3.003
H -0.169 0.897 0.817
```

Results
Net charge: +1
LUMO, eV: -4.73
ΔE to the lowest compared entry with this formula, charge and spin, kJ/mol: 550.28

natural (NBO) atomic charge list, values in e, 2 entries:
1. H 0.1494
2. H 0.1973

The following is a quantum chemistry calculation of a gas-phase ion, C18H34N3O2 (charge +1), from the Open Molecules 2025 dataset.

The geometry in XYZ format:
```
57
Properties=species:S:1:pos:R:3
C -3.107 -0.969 -0.412
H 3.168 2.343 -0.104
C 0.953 -2.371 1.703
H 1.424 -2.410 0.723
H -4.176 -1.149 -0.521
H -0.163 1.103 3.131
H -3.046 -2.140 1.403
H -2.977 -0.025 0.123
H 1.091 1.940 2.202
H 3.900 -1.084 -1.851
H -1.378 -0.833 -1.684
H -2.712 1.473 2.491
O -1.143 -1.836 0.661
H 2.232 -0.793 2.418
H -2.634 -3.063 -0.059
H -0.325 -0.404 1.078
C -0.903 1.994 1.380
C 3.013 -1.210 -1.217
C -2.856 -1.992 -2.733
N 1.817 0.899 -0.828
H 4.993 0.297 -0.098
C 1.166 -0.989 2.310
C 0.194 1.323 2.122
H -0.629 -3.761 1.207
C -2.252 1.950 1.648
H -2.030 3.713 -1.108
H -3.936 -2.040 -2.841
C -2.465 -0.856 -1.796
H 3.925 0.603 1.288
N 0.548 0.042 1.448
H 1.151 0.277 0.588
H 1.462 2.392 -2.275
H -2.504 -2.950 -2.360
H 2.028 -0.014 -2.740
H -2.422 -1.835 -3.718
H 1.436 -3.112 2.337
C -1.938 3.121 -0.220
H -3.960 2.838 0.550
H 1.295 3.188 0.322
H 0.382 3.947 -0.981
N -0.722 2.713 0.227
C 1.868 -0.292 -1.690
H 0.694 -0.944 3.295
C -2.906 2.670 0.635
C 3.945 0.348 0.226
C 0.520 3.015 -0.429
C 3.184 1.384 -0.621
H -2.776 0.093 -2.239
C -0.526 -2.732 1.573
H 2.716 -2.259 -1.254
O 3.336 -0.922 0.124
C -2.524 -2.092 0.437
C 0.954 1.922 -1.422
H 3.684 1.536 -1.587
H 0.056 1.427 -1.800
H -1.029 -2.670 2.550
H 0.906 -0.804 -1.612
```

Results
Net charge: +1
SMILES string: CCCCOCCC[NH2+]Cc1cccn1CCN1CCOCC1
LUMO, eV: -1.93
ΔE to the lowest compared entry with this formula, charge and spin, kJ/mol: 5.84

natural (NBO) atomic charge list, values in e, 2 entries:
1. C -0.4174
2. H 0.2153